{
  "formula": "C15H22BBr4N5NdO4",
  "method": "ωB97M-V/def2-TZVPD",
  "elements": ["Nd", "C", "C", "N", "O", "C", "C", "N", "O", "H", "H", "H", "H", "H", "H", "H", "Br", "C", "C", "Br", "C", "Br", "C", "O", "C", "O", "C", "Br", "B", "C", "N", "H", "H", "H", "C", "C", "C", "C", "N", "N", "H", "H", "H", "H", "H", "H", "H", "H", "H", "H", "H", "H"],
  "coordinates": [[0.25716, 0.37520, 0.04881], [-3.11463, 2.35821, 3.43563], [-2.25288, 1.71489, 2.39408], [-1.99790, 2.21124, 1.24790], [-2.66280, 3.39109, 1.02006], [-1.53782, 0.42620, 2.65596], [-1.09217, 0.02403, 4.01693], [-1.24089, -0.22166, 1.60201], [-0.32647, -1.20228, 1.62292], [-3.89461, 2.95270, 2.96925], [-2.51445, 3.02958, 4.05868], [-3.56279, 1.60487, 4.08553], [-2.40681, 3.64735, 0.11951], [-0.92331, 0.89573, 4.65119], [-0.17082, -0.54907, 3.92218], [-1.83727, -0.61396, 4.49910], [7.28878, 0.00525, -1.11943], [5.60448, 0.39689, -0.35438], [5.50544, 1.16157, 0.79783], [7.05508, 1.83991, 1.64299], [4.23506, 1.43827, 1.32986], [4.01170, 2.46482, 2.90371], [3.05921, 0.98192, 0.73840], [1.85708, 1.25058, 1.24045], [3.15991, 0.19022, -0.45134], [2.05034, -0.26300, -1.02689], [4.42984, -0.08195, -0.95823], [4.47853, -1.14643, -2.52564], [-2.01232, 4.05469, -2.44032], [-1.04316, 2.94990, -1.84594], [-0.42852, 2.08840, -1.39281], [-3.03497, 3.47273, -2.76514], [-2.23540, 4.86650, -1.54796], [-1.47320, 4.59209, -3.38851], [-1.01620, -3.36887, -3.07185], [-0.51915, -2.92743, -1.69723], [-1.40980, -3.49327, -0.60119], [0.92124, -3.37274, -1.48214], [-0.49160, -1.43904, -1.61345], [-1.73811, -0.75242, -1.60104], [-1.04447, -4.46035, -3.13602], [-0.35352, -2.99995, -3.86267], [-2.03049, -3.00438, -3.26721], [-1.27090, -4.57619, -0.55753], [-2.46863, -3.30723, -0.80218], [-1.14629, -3.06312, 0.36761], [0.98148, -4.46412, -1.51028], [1.28600, -3.02142, -0.51958], [1.58381, -2.96354, -2.24973], [0.03456, -1.09066, -2.40570], [-2.24097, -1.02939, -0.76709], [-2.30639, -0.97235, -2.40910]],
  "atomic_forces_ev_per_a": [[-0.763, 0.375, -0.935], [0.031, -0.078, 0.082], [0.139, -0.411, 0.166], [0.014, 0.091, 0.150], [-0.026, 0.150, -0.109], [-0.450, 0.476, 0.384], [0.042, 0.069, 0.188], [-1.037, -0.718, 0.938], [-0.226, -0.747, 0.676], [-0.033, 0.008, -0.023], [-0.043, -0.039, -0.054], [0.039, 0.032, -0.024], [0.019, 0.026, -0.067], [-0.023, -0.045, -0.014], [0.006, -0.005, -0.013], [0.004, -0.002, 0.020], [-0.019, -0.001, 0.020], [-0.201, 0.005, 0.017], [-0.155, -0.027, -0.048], [-0.025, -0.014, 0.003], [0.017, 0.005, -0.018], [0.062, -0.008, -0.016], [0.038, 0.175, 0.302], [1.337, -0.009, -0.097], [0.099, -0.180, -0.294], [1.575, -0.026, -0.028], [0.002, 0.024, 0.031], [0.023, 0.021, 0.032], [-0.034, 0.067, 0.038], [-0.527, 0.379, -0.420], [0.156, 0.884, -0.791], [0.127, 0.054, 0.046], [0.031, -0.103, -0.053], [-0.046, -0.057, 0.140], [-0.028, -0.069, -0.122], [0.062, 0.167, -0.093], [-0.043, -0.005, 0.085], [0.064, -0.059, -0.096], [-0.194, -0.595, -0.032], [0.020, -0.110, -0.009], [0.000, 0.074, -0.006], [-0.065, -0.037, 0.073], [0.067, -0.033, 0.008], [-0.029, 0.052, 0.004], [0.027, -0.001, 0.018], [0.004, 0.004, -0.023], [0.016, 0.059, -0.031], [0.009, 0.010, 0.077], [-0.026, -0.005, 0.050], [0.158, 0.141, -0.102], [-0.056, -0.013, 0.090], [-0.140, 0.045, -0.120]],
  "mulliken_charge": [1.05, -1.53, 0.50, 0.19, -0.53, 0.48, -1.47, 0.15, -0.75, 0.46, 0.30, 0.36, 0.25, 0.37, 0.39, 0.31, -0.20, 0.13, 0.17, -0.19, -0.33, -0.15, 0.50, -0.65, 0.47, -0.55, -0.19, -0.16, 0.33, 0.16, -0.56, -0.16, -0.21, -0.15, -1.77, 1.44, -1.78, -1.59, 0.12, -0.54, 0.41, 0.37, 0.41, 0.49, 0.39, 0.31, 0.48, 0.30, 0.33, 0.44, 0.19, 0.23],
  "orbital_gap_ev": [7.1, 7.1],
  "spin_multiplicity": 4,
  "max_force_ev_per_a": 1.6,
  "energy_ha": -12041.93969,
  "s_squared": 3.753,
  "total_charge": -1
}

---

{
  "formula": "C15H22BClFNO4",
  "method": "ωB97M-V/def2-TZVPD",
  "elements": ["C", "B", "O", "C", "C", "N", "C", "C", "C", "C", "C", "C", "C", "O", "C", "O", "C", "C", "F", "C", "C", "O", "Cl", "H", "H", "H", "H", "H", "H", "H", "H", "H", "H", "H", "H", "H", "H", "H", "H", "H", "H", "H", "H", "H", "H"],
  "coordinates": [[1.83558, -2.89051, -1.12610], [0.47273, -2.27641, -0.49404], [-0.58787, -3.17475, -0.27849], [0.37009, -0.66675, -0.18847], [0.70909, -0.56742, 1.38101], [0.24278, -1.73845, 2.16360], [-1.12680, -0.28345, -0.55467], [-2.12384, -0.31676, 0.65417], [-3.07410, -1.43913, 0.79394], [-4.04067, -1.44535, 1.90468], [-4.10269, -0.36265, 2.89615], [-3.15426, 0.73788, 2.78398], [-2.21854, 0.72897, 1.66920], [1.41174, -0.08593, -0.98617], [1.37710, 1.30774, -1.19082], [0.81931, 2.12101, -0.18609], [0.75159, 1.60437, -2.63577], [0.02233, 3.00042, -2.68462], [-1.28632, 2.94724, -2.13528], [2.91825, 1.76717, -1.32963], [3.74263, 1.40502, -0.04072], [4.20484, 0.34569, 0.19730], [3.90051, 2.79006, 1.15851], [2.71586, -2.80727, -0.43219], [1.65630, -3.95413, -1.46288], [2.10898, -2.32963, -2.06884], [-0.17469, -3.97910, 0.09074], [0.40506, 0.40890, 1.83210], [1.84332, -0.58335, 1.41556], [-0.03609, -1.41336, 3.09822], [1.07899, -2.30343, 2.36344], [-1.27123, 0.70913, -1.04771], [-1.51951, -1.05130, -1.28557], [-3.11866, -2.28232, 0.07175], [-4.78925, -2.26835, 2.00932], [-4.85272, -0.37380, 3.71982], [-3.15167, 1.58888, 3.51047], [-1.51063, 1.59832, 1.59585], [1.24400, 1.99579, 0.67980], [1.56128, 1.53603, -3.41581], [0.01931, 0.78677, -2.84810], [0.57026, 3.78981, -2.10520], [-0.09338, 3.27798, -3.76705], [3.35524, 1.27415, -2.23377], [2.89575, 2.87230, -1.49161]],
  "atomic_forces_ev_per_a": [[-0.195, -0.057, -0.382], [0.466, -0.615, -0.369], [1.242, 0.895, 0.437], [-1.273, -1.814, 1.003], [1.639, 0.422, -0.729], [0.596, 0.541, 0.724], [-1.065, 0.084, 0.224], [-1.811, -0.865, 1.491], [-0.477, 1.802, 1.823], [0.986, 1.601, -0.065], [1.637, -0.005, -1.633], [-0.219, -1.778, -1.530], [-0.185, -0.447, -0.002], [-0.736, 0.926, 0.672], [2.238, 0.783, -1.285], [-0.691, -0.676, -0.266], [-0.847, 0.490, 1.246], [0.241, -0.340, -0.580], [1.082, -0.264, -0.383], [-0.189, 0.058, 0.347], [-0.615, -0.016, -1.340], [-0.062, 0.551, 0.123], [-0.164, -0.503, -0.431], [-0.697, -0.158, -0.671], [0.401, 0.936, 0.600], [-0.231, -0.376, 1.071], [-0.530, 0.218, -0.628], [-0.091, -0.918, -0.343], [-1.073, 0.319, -0.233], [-0.197, -0.178, -0.615], [-0.536, 0.151, -0.165], [0.490, -0.681, 0.510], [0.375, 0.858, 0.658], [0.298, 0.827, 0.588], [0.873, 0.731, -0.263], [0.707, -0.095, -0.831], [-0.011, -0.945, -0.814], [-0.799, -0.913, -0.046], [0.086, -0.097, -0.517], [-0.834, 0.238, 0.848], [0.513, 0.766, 0.064], [-0.429, -0.753, -0.649], [0.054, 0.009, 1.059], [-0.102, 0.189, 1.067], [0.132, -0.901, 0.217]],
  "mulliken_charge": [-1.05, 0.83, -0.63, 1.11, -1.36, -0.49, -0.58, 0.09, -0.28, -0.69, -0.35, -0.85, 0.32, -0.54, 0.36, -0.55, -0.87, -0.40, -0.30, -0.75, 0.37, -0.38, -0.22, 0.32, 0.29, 0.23, 0.28, 0.38, 0.46, 0.27, 0.26, 0.12, 0.41, 0.30, 0.31, 0.34, 0.35, 0.25, 0.44, 0.49, 0.35, 0.25, 0.32, 0.42, 0.38],
  "orbital_gap_ev": 9.0,
  "max_force_ev_per_a": 2.7,
  "energy_ha": -1525.37010,
  "smiles": "CB(O)[C@](CN)(Cc1ccccc1)O[C@](O)(CCF)CC(=O)Cl"
}